# 1
13
Properties=species:S:1:pos:R:3 method="wB97M-V/def2-TZVPD" total_charge=-1 lumo_energy_ha="0.1363 / 0.1363" homo_ev="-2.45 / -2.44" e_above_lowest_ev=6.449 homo_lumo_gap_ev="6.2 / 6.1" spin_multiplicity=1 energy_ha=-721.17163
C 0.92 0.56 -0.45
C -0.27 0.92 0.38
C -0.84 -1.63 0.72
N 1.70 -0.45 0.11
O 2.50 -0.97 -0.76
O -1.81 -0.52 -1.34
S -1.70 -0.27 0.14
H 0.61 0.40 -1.44
H 1.53 1.51 -0.54
H -0.09 0.79 1.52
H -0.53 2.08 0.33
H -0.72 -2.48 -0.11
H -1.40 -2.11 1.52

=====

# 2
13
Properties=species:S:1:pos:R:3 method="wB97M-V/def2-TZVPD" total_charge=-1 lumo_energy_ha="0.1152 / 0.1152" homo_ev="-4.05 / -4.05" e_above_lowest_ev=5.581 homo_lumo_gap_ev="7.2 / 7.2" spin_multiplicity=1 energy_ha=-721.20351
C -1.43 0.19 -0.01
C -0.34 0.85 0.49
C 0.49 1.67 -0.28
N 1.82 -1.18 -0.06
O 3.52 0.37 -1.19
O 3.68 -0.01 1.24
S 2.79 0.35 0.12
H -2.04 -0.25 0.76
H -1.57 -0.11 -0.98
H -0.19 0.95 1.56
H 0.98 1.32 -1.12
H 1.06 -1.06 0.66
H 1.21 -1.00 -0.93

=====

# 3
13
Properties=species:S:1:pos:R:3 method="wB97M-V/def2-TZVPD" total_charge=+1 lumo_energy_ha=-0.1993 homo_ev=-13.01 e_above_lowest_ev=2.488 homo_lumo_gap_ev=7.6 spin_multiplicity=1 energy_ha=-398.04943
C 0.30 0.66 -1.00
C 1.44 1.35 -0.56
C -0.28 -0.30 -1.88
N 0.31 -0.41 3.56
O 2.17 2.02 0.00
O 0.18 -0.88 -2.95
O -1.54 -0.53 -1.57
H -0.48 0.88 -0.22
H 0.09 0.28 4.26
H -0.51 -0.76 3.20
H 0.73 0.23 2.76
H -0.40 -1.29 -3.56
H -2.01 -1.25 -2.03

=====

# 4
14
Properties=species:S:1:pos:R:3 method="wB97M-V/def2-TZVPD" total_charge=-1 lumo_energy_ha=0.1344 homo_ev=-2.36 e_above_lowest_ev=3.242 homo_lumo_gap_ev=6.0 spin_multiplicity=1 energy_ha=-796.56651
C 3.68 0.11 0.22
C -1.13 0.17 -0.37
C 0.41 0.32 0.01
N 1.23 -0.52 -0.69
O 3.67 -0.45 1.25
O 3.84 0.71 -0.75
O 0.89 1.68 -0.05
S 1.06 -2.10 -0.18
H -1.23 0.36 -1.49
H -1.87 0.88 0.29
H -1.42 -0.92 0.01
H 0.56 0.31 1.18
H 0.65 1.98 -0.93
H 2.30 -2.44 0.16

=====

# 5
14
Properties=species:S:1:pos:R:3 method="wB97M-V/def2-TZVPD" total_charge=-1 lumo_energy_ha=0.1480 homo_ev=-4.10 e_above_lowest_ev=2.949 homo_lumo_gap_ev=8.1 spin_multiplicity=1 energy_ha=-796.57728
C 0.88 0.54 0.84
C -0.23 1.19 0.02
C 1.36 -0.45 -0.25
N -0.32 0.26 -1.09
O -2.80 -0.01 -0.72
O -1.34 -1.82 0.19
O 1.37 -1.68 -0.10
S -1.60 -0.75 -1.12
H 1.67 1.22 1.17
H 0.49 -0.02 1.69
H -1.18 1.30 0.55
H 0.06 2.19 -0.35
H 2.01 0.02 -1.00
H -0.38 -1.99 0.19

=====

# 6
15
Properties=species:S:1:pos:R:3 method="wB97M-V/def2-TZVPD" total_charge=-1 lumo_energy_ha="0.1141 / 0.0001" homo_ev="-0.56 / -4.04" e_above_lowest_ev=1.314 homo_lumo_gap_ev="3.7 / 4.0" spin_multiplicity=3 energy_ha=-1194.56249
C -1.30 0.93 -0.28
C -0.05 -0.09 -2.60
C 0.40 -0.22 2.42
N 0.40 -1.65 0.11
O -2.27 0.90 0.49
O 2.28 0.07 0.70
O -0.05 1.12 0.01
S -1.71 0.46 -2.05
S 0.93 -0.48 0.75
H 0.37 -0.71 -1.92
H 0.58 0.70 -2.61
H -0.31 -0.70 -3.50
H -0.66 -0.58 2.65
H 1.07 -0.62 3.07
H 0.33 0.87 2.75

=====

# 7
14
Properties=species:S:1:pos:R:3 method="wB97M-V/def2-TZVPD" total_charge=-1 lumo_energy_ha=0.1451 homo_ev=-5.04 e_above_lowest_ev=0.530 homo_lumo_gap_ev=9.0 spin_multiplicity=1 energy_ha=-473.75535
O -0.62 -0.42 -2.24
C -0.94 -0.17 -1.08
N -0.06 -0.39 -0.07
C 0.07 0.22 1.23
O -0.77 1.05 1.60
O 1.10 -0.20 1.82
C -2.27 0.43 -0.72
H 0.74 -0.94 -0.32
H -2.10 1.37 -0.21
H -2.82 -0.19 -0.02
H -2.87 0.52 -1.63
H 2.57 -1.11 0.36
H 2.84 0.21 -0.26
O 3.06 -0.72 -0.39

=====

# 8
12
Properties=species:S:1:pos:R:3 method="wB97M-V/def2-TZVPD" total_charge=0 lumo_energy_ha=0.0343 homo_ev=-9.17 e_above_lowest_ev=2.611 homo_lumo_gap_ev=10.1 spin_multiplicity=1 energy_ha=-589.15024
P 2.02 -0.17 -0.12
C 0.41 0.16 0.81
N -0.76 -1.22 0.66
C -1.60 -0.73 -0.13
C -1.39 0.71 -0.52
O -0.30 1.22 0.17
H 1.50 -0.10 -1.32
H 1.98 -1.50 -0.02
H 0.46 0.28 1.86
H -2.60 -1.14 -0.39
H -1.21 0.88 -1.65
H -2.35 1.32 -0.18

=====

# 9
12
Properties=species:S:1:pos:R:3 method="wB97M-V/def2-TZVPD" total_charge=0 lumo_energy_ha="0.0102 / 0.0190" homo_ev="-7.76 / -7.53" e_above_lowest_ev=5.186 homo_lumo_gap_ev="8.0 / 8.0" spin_multiplicity=1 energy_ha=-589.05563
C -2.85 -1.33 -0.24
C 1.98 -1.05 -0.08
C 0.30 0.53 -0.26
N -2.18 -2.23 0.04
O 1.48 0.15 0.00
P -0.17 2.25 0.00
H -3.23 -0.35 -0.15
H 3.04 -0.96 -0.09
H 1.22 -1.90 -0.35
H -0.48 -0.23 -0.40
H 1.05 2.91 -0.01
H -0.16 2.21 1.54

=====

# 10
12
Properties=species:S:1:pos:R:3 method="wB97M-V/def2-TZVPD" total_charge=0 lumo_energy_ha="0.0288 / -0.0793" homo_ev="-9.30 / -9.06" e_above_lowest_ev=1.936 homo_lumo_gap_ev="10.1 / 6.9" spin_multiplicity=2 energy_ha=-645.99387
O -2.19 -1.33 0.45
C -1.47 -0.40 0.44
C 0.04 -0.57 -0.10
C 0.40 0.71 -0.93
S 0.22 2.33 0.08
N 0.91 -0.84 0.96
H -1.79 0.72 0.65
H 0.03 -1.40 -0.88
H 1.47 0.77 -1.16
H -0.29 1.07 -1.83
H 0.80 -0.31 1.80
H 1.85 -0.76 0.53

=====

# 11
11
Properties=species:S:1:pos:R:3 method="wB97M-V/def2-TZVPD" total_charge=0 lumo_energy_ha=0.0327 homo_ev=-9.15 e_above_lowest_ev=3.093 homo_lumo_gap_ev=10.0 spin_multiplicity=1 energy_ha=-513.85605
C -0.68 -1.19 0.26
N -1.53 -0.49 0.77
P -2.30 1.01 0.36
H -0.62 -2.19 0.72
H -0.05 -0.77 -0.57
H -2.25 1.48 -0.99
H -3.57 0.60 0.02
C 2.80 0.85 -0.52
C 2.73 0.00 0.31
H 3.05 1.56 -1.22
H 2.40 -0.85 0.85

=====

# 12
11
Properties=species:S:1:pos:R:3 method="wB97M-V/def2-TZVPD" total_charge=0 lumo_energy_ha=-0.0081 homo_ev=-9.16 e_above_lowest_ev=3.267 homo_lumo_gap_ev=8.9 spin_multiplicity=1 energy_ha=-513.84966
C 0.83 -1.35 -0.19
C 0.99 -0.19 0.50
C 0.23 1.02 -0.08
P -1.59 0.43 0.09
N -1.88 -1.04 0.22
H 0.34 -1.48 -1.04
H 1.41 -2.25 0.12
H 1.28 -0.06 1.48
H 0.33 1.98 0.41
H 0.23 1.16 -1.20
H -2.18 1.78 -0.30